[1]
{"formula": "C16H34O16", "method": "ωB97M-V/def2-TZVPD", "lumo_energy_ev": 0.54, "total_energy_ha": -1833.8040, "gap_ev": 10.4, "de_lowest_ev": 1.299, "symbols": ["C", "O", "C", "O", "O", "C", "H", "H", "H", "H", "H", "H", "C", "O", "C", "O", "O", "C", "H", "H", "H", "H", "H", "H", "C", "O", "C", "O", "O", "C", "H", "H", "H", "H", "H", "H", "C", "O", "C", "O", "O", "C", "H", "H", "H", "H", "H", "H", "C", "O", "C", "O", "O", "C", "H", "H", "H", "H", "H", "H", "C", "O", "H", "H", "H", "H"], "positions_angstrom": [[4.172, -0.449, 0.520], [3.144, -0.860, -0.378], [2.952, -2.152, -0.700], [3.819, -3.028, -0.472], [1.666, -2.177, -1.128], [1.183, -3.416, -1.558], [4.916, 0.168, 0.015], [4.584, -1.316, 1.037], [3.663, 0.266, 1.167], [1.665, -3.937, -2.385], [0.243, -3.072, -1.990], [0.870, -3.968, -0.672], [-2.817, -1.413, 0.073], [-3.646, -2.519, 0.342], [-4.519, -2.934, -0.645], [-4.772, -2.269, -1.640], [-4.921, -4.113, -0.293], [-6.051, -4.640, -1.003], [-1.792, -1.365, 0.440], [-3.227, -0.432, 0.315], [-2.683, -1.463, -1.008], [-6.914, -3.976, -1.054], [-6.541, -5.505, -0.556], [-5.735, -4.827, -2.029], [0.217, 3.776, 0.396], [-0.957, 4.040, 1.130], [-1.722, 3.105, 1.528], [-1.400, 1.913, 1.430], [-2.812, 3.626, 2.077], [-3.645, 2.800, 2.875], [0.512, 4.701, -0.098], [0.076, 3.091, -0.440], [1.008, 3.435, 1.065], [-4.546, 3.278, 3.259], [-3.116, 2.477, 3.771], [-4.078, 2.015, 2.257], [3.792, 3.378, -2.331], [2.384, 3.236, -2.146], [1.653, 3.455, -3.239], [1.995, 3.992, -4.304], [0.448, 3.124, -2.924], [-0.748, 3.383, -3.719], [4.335, 2.459, -2.112], [4.145, 4.171, -1.672], [4.086, 3.475, -3.376], [-0.737, 4.445, -3.967], [-1.627, 3.160, -3.114], [-0.795, 2.903, -4.697], [0.835, -0.059, 2.622], [1.297, -1.403, 2.442], [2.267, -1.907, 3.178], [2.882, -1.381, 4.125], [2.464, -3.134, 2.865], [2.966, -4.107, 3.889], [0.134, 0.000, 1.790], [1.680, 0.618, 2.492], [0.288, 0.087, 3.554], [3.510, -4.920, 3.408], [2.096, -4.542, 4.383], [3.547, -3.553, 4.626], [0.042, 0.500, -1.401], [-1.223, 1.214, -1.473], [0.159, -0.136, -2.279], [0.844, 1.202, -1.172], [-0.092, -0.084, -0.490], [-1.420, 1.566, -0.602]]}

***

[2]
{"formula": "C17H43BrCl2GaN3O5PS", "method": "ωB97M-V/def2-TZVPD", "lumo_energy_ev": 1.98, "total_energy_ha": -7372.7310, "gap_ev": 6.2, "charge": -1, "symbols": ["C", "C", "Br", "C", "Ga", "C", "C", "C", "S", "O", "O", "O", "P", "N", "C", "Cl", "C", "C", "Cl", "H", "H", "H", "H", "H", "H", "H", "H", "H", "H", "H", "H", "H", "H", "H", "H", "H", "H", "H", "H", "H", "C", "C", "C", "O", "C", "N", "H", "H", "H", "H", "H", "H", "H", "H", "H", "H", "H", "C", "C", "C", "O", "C", "N", "H", "H", "H", "H", "H", "H", "H", "H", "H", "H", "H"], "positions_angstrom": [[6.776, 1.880, 1.910], [5.388, 2.221, 1.365], [5.424, 2.288, -0.593], [4.296, 1.307, 1.883], [4.396, -0.677, 1.483], [2.560, -1.450, 1.964], [1.525, -1.376, 0.818], [0.214, -0.661, 1.204], [-0.085, 0.845, 0.351], [0.895, 1.805, 0.736], [-1.475, 1.195, 0.503], [0.185, 0.443, -1.142], [5.982, -1.738, 2.917], [7.520, -1.647, 2.432], [4.766, -1.210, -0.468], [3.978, -2.815, -0.853], [6.237, -1.261, -0.855], [6.949, -2.589, -0.666], [6.407, -0.844, -2.650], [6.661, 1.352, 2.854], [7.368, 1.288, 1.221], [7.322, 2.799, 2.122], [5.158, 3.250, 1.637], [4.345, 1.395, 2.974], [3.320, 1.690, 1.588], [2.201, -0.837, 2.795], [2.644, -2.470, 2.336], [1.265, -2.380, 0.500], [1.957, -0.868, -0.041], [0.132, -0.429, 2.262], [-0.644, -1.278, 0.933], [-0.656, 0.475, -1.663], [5.844, -1.126, 4.203], [5.580, -3.069, 3.190], [7.930, -2.571, 2.384], [4.283, -0.527, -1.156], [6.770, -0.470, -0.342], [6.633, -3.066, 0.254], [8.019, -2.407, -0.586], [6.780, -3.232, -1.523], [-4.450, 2.309, 0.451], [-5.593, 3.278, 0.177], [-6.763, 3.153, 1.160], [-7.593, 2.025, 0.951], [-7.120, 0.814, 1.507], [-6.024, 3.130, -1.218], [-4.689, 1.300, 0.121], [-3.548, 2.614, -0.072], [-4.212, 2.265, 1.515], [-5.200, 4.293, 0.293], [-7.418, 4.019, 1.030], [-6.402, 3.168, 2.197], [-6.591, 0.988, 2.449], [-6.457, 0.281, 0.821], [-7.987, 0.184, 1.703], [-6.701, 3.852, -1.445], [-6.547, 2.260, -1.288], [-3.560, -1.232, -1.103], [-3.470, -0.327, -2.327], [-4.310, -0.785, -3.522], [-3.777, -1.880, -4.239], [-4.043, -3.157, -3.693], [-2.062, -0.149, -2.680], [-2.971, -2.142, -1.227], [-3.169, -0.706, -0.231], [-4.594, -1.519, -0.897], [-3.853, 0.652, -2.036], [-4.356, 0.037, -4.241], [-5.340, -1.003, -3.208], [-5.032, -3.190, -3.226], [-3.289, -3.451, -2.959], [-4.017, -3.874, -4.512], [-1.987, 0.559, -3.408], [-1.725, -1.002, -3.121]]}